{"formula": "C33H28INO4SSeTi", "method": "the ωB97M-V functional and the def2-TZVPD basis", "lumo_energy_ev": -0.9, "total_energy_ha": -5576.7648, "de_lowest_ev": 0.9976, "homo_ev": -8.19, "total_charge": 0, "symbols": ["Ti", "C", "C", "C", "C", "C", "C", "C", "C", "C", "C", "H", "H", "H", "H", "H", "H", "H", "H", "H", "H", "H", "H", "H", "H", "I", "C", "C", "C", "C", "C", "C", "C", "C", "C", "C", "H", "H", "H", "H", "H", "H", "S", "C", "C", "C", "C", "C", "C", "N", "C", "C", "C", "C", "C", "C", "C", "H", "H", "H", "H", "H", "H", "H", "H", "O", "Se", "O", "O", "O"], "positions_angstrom": [[1.410, 0.000, 0.217], [-0.632, -5.037, 0.012], [-1.552, -3.917, 0.494], [-2.760, -4.516, 1.226], [-0.856, -2.892, 1.375], [0.481, -3.017, 1.755], [1.042, -2.160, 2.695], [0.316, -1.102, 3.236], [0.897, -0.242, 4.324], [-0.989, -0.917, 2.780], [-1.571, -1.816, 1.898], [-1.188, -5.696, -0.656], [-0.269, -5.636, 0.849], [0.221, -4.643, -0.544], [-1.928, -3.409, -0.402], [-2.432, -5.035, 2.128], [-3.270, -5.231, 0.579], [-3.479, -3.750, 1.513], [1.092, -3.829, 1.384], [2.043, -2.362, 3.051], [1.308, 0.679, 3.906], [1.701, -0.769, 4.834], [0.133, 0.026, 5.053], [-1.584, -0.105, 3.184], [-2.617, -1.691, 1.646], [0.155, -1.624, -1.962], [0.573, 0.030, -3.217], [0.156, -0.103, -4.512], [0.415, 0.921, -5.436], [1.117, 2.021, -5.040], [1.604, 2.142, -3.718], [2.463, 3.209, -3.381], [3.081, 3.236, -2.168], [2.761, 2.268, -1.199], [1.825, 1.279, -1.408], [1.306, 1.144, -2.735], [-0.351, -1.003, -4.831], [0.075, 0.815, -6.458], [1.361, 2.803, -5.749], [2.668, 3.965, -4.130], [3.808, 4.003, -1.934], [3.284, 2.324, -0.255], [-2.360, 3.196, 0.139], [-3.229, 1.827, -0.455], [-4.561, 1.780, -0.844], [-5.075, 0.575, -1.275], [-4.260, -0.558, -1.307], [-2.940, -0.506, -0.908], [-2.389, 0.701, -0.474], [-1.090, 0.942, -0.026], [-0.950, 2.186, 0.339], [0.232, 2.718, 0.991], [0.276, 4.055, 1.394], [1.341, 4.523, 2.136], [2.368, 3.648, 2.467], [2.339, 2.339, 2.013], [1.280, 1.823, 1.258], [-5.177, 2.669, -0.806], [-6.111, 0.500, -1.575], [-4.665, -1.499, -1.655], [-2.343, -1.399, -0.913], [-0.533, 4.726, 1.131], [1.374, 5.555, 2.458], [3.197, 3.997, 3.068], [3.181, 1.697, 2.244], [2.732, -1.091, -0.850], [3.775, -1.237, 0.438], [5.108, -0.415, 0.219], [2.726, -0.377, 1.460], [3.933, -2.734, 0.929]], "nbo_charge": [1.864, -0.610, -0.231, -0.596, -0.042, -0.240, -0.189, -0.022, -0.629, -0.226, -0.162, 0.215, 0.212, 0.212, 0.194, 0.210, 0.209, 0.208, 0.240, 0.238, 0.235, 0.222, 0.217, 0.218, 0.209, 0.343, -0.110, -0.239, -0.218, -0.159, -0.081, -0.174, -0.202, -0.200, -0.407, -0.037, 0.223, 0.221, 0.214, 0.211, 0.218, 0.228, 0.413, -0.233, -0.215, -0.205, -0.203, -0.231, 0.179, -0.514, 0.125, -0.068, -0.195, -0.209, -0.193, -0.217, -0.436, 0.224, 0.220, 0.217, 0.224, 0.212, 0.218, 0.218, 0.236, -1.094, 2.787, -0.978, -1.083, -0.987]}



{"formula": "C22H23N5O2S", "method": "the ωB97M-V functional and the def2-TZVPD basis", "lumo_energy_ev": 0.3, "total_energy_ha": -1674.6126, "smiles": "Cc1ccc(-n2nc3c(=O)n(CC(=O)NCCc4cccs4)nc(C)c3c2C)cc1", "de_lowest_ev": 0.3623, "homo_ev": -8.32, "total_charge": 0, "symbols": ["C", "C", "C", "C", "C", "N", "N", "C", "C", "O", "N", "C", "C", "O", "N", "C", "C", "C", "C", "C", "C", "S", "N", "C", "C", "C", "C", "C", "C", "C", "H", "H", "H", "H", "H", "H", "H", "H", "H", "H", "H", "H", "H", "H", "H", "H", "H", "H", "H", "H", "H", "H", "H"], "positions_angstrom": [[-7.772, -2.694, 0.065], [-6.478, -1.943, 0.089], [-6.223, -0.922, -0.818], [-5.034, -0.217, -0.786], [-4.081, -0.523, 0.177], [-2.852, 0.160, 0.244], [-1.752, -0.550, 0.480], [-0.757, 0.322, 0.497], [0.652, 0.058, 0.697], [1.178, -1.034, 0.872], [1.405, 1.214, 0.666], [2.836, 1.139, 0.898], [3.636, 0.724, -0.350], [4.437, 1.463, -0.881], [3.345, -0.518, -0.770], [4.081, -1.170, -1.821], [5.049, -2.225, -1.250], [6.054, -1.587, -0.357], [7.276, -1.086, -0.680], [7.937, -0.480, 0.412], [7.207, -0.525, 1.553], [5.695, -1.309, 1.317], [0.956, 2.458, 0.459], [-0.294, 2.711, 0.264], [-0.674, 4.138, 0.039], [-1.241, 1.642, 0.275], [-2.617, 1.491, 0.121], [-3.681, 2.511, -0.055], [-4.312, -1.557, 1.077], [-5.501, -2.255, 1.029], [-8.400, -2.382, 0.900], [-8.315, -2.510, -0.859], [-7.597, -3.763, 0.164], [-6.960, -0.680, -1.570], [-4.841, 0.545, -1.525], [3.023, 0.408, 1.690], [3.169, 2.132, 1.201], [2.700, -1.075, -0.213], [3.381, -1.650, -2.512], [4.645, -0.398, -2.349], [5.556, -2.721, -2.080], [4.472, -2.968, -0.695], [7.695, -1.147, -1.669], [8.912, -0.031, 0.345], [7.455, -0.146, 2.524], [0.229, 4.736, -0.033], [-1.251, 4.237, -0.878], [-1.276, 4.505, 0.869], [-3.414, 3.415, 0.487], [-4.632, 2.141, 0.323], [-3.803, 2.776, -1.106], [-3.546, -1.804, 1.795], [-5.676, -3.057, 1.731]], "nbo_charge": [-0.629, -0.003, -0.213, -0.224, 0.185, -0.162, -0.218, 0.039, 0.623, -0.639, -0.227, -0.313, 0.675, -0.620, -0.644, -0.214, -0.440, -0.186, -0.254, -0.249, -0.417, 0.420, -0.227, 0.203, -0.637, -0.138, 0.185, -0.657, -0.197, -0.206, 0.224, 0.217, 0.222, 0.214, 0.218, 0.235, 0.248, 0.433, 0.195, 0.231, 0.224, 0.214, 0.218, 0.222, 0.232, 0.245, 0.217, 0.217, 0.236, 0.239, 0.229, 0.240, 0.216]}